1.
Density functional theory data (ωB97M-V/def2-TZVPD) for H6N2Si as an isolated structure in a non-equilibrium geometry.

```
! RIJCOSX wB97M-V def2-TZVPD def2/J DEFGRID3
* xyz 0 1
N -0.940 -0.151 1.376
N 0.027 -0.777 0.408
Si 0.657 0.123 -0.868
H -1.760 -0.167 0.787
H -0.615 0.873 1.484
H 0.348 -1.707 0.874
H 2.046 -0.049 -1.276
H 0.568 1.508 -0.350
H -0.331 0.348 -2.437
*
```

- relative energy (zero: lowest compared OMol25 entry of this formula, charge and spin) (kJ/mol) = 95.3
- orbital gap (eV) = 10.40
- LUMO energy (hartree) = 0.0388
- max |F| (eV/Å) = 4.15
- E_tot (eV) = -10952.75535

2.
Density functional theory data (ωB97M-V/def2-TZVPD) for a 3-piece molecular cluster, C5H12O3 overall in a non-equilibrium geometry.

```
! RIJCOSX wB97M-V def2-TZVPD def2/J DEFGRID3
* xyz 0 1
C 0.162 1.241 -2.849
C 0.661 1.463 -1.632
C 0.093 0.938 -0.329
C -1.322 0.493 -0.173
C -2.298 1.641 -0.430
O -1.976 2.758 -0.779
H 0.623 1.660 -3.713
H -0.758 0.650 -2.973
H 1.411 2.224 -1.415
H 0.350 1.704 0.437
H 0.592 -0.030 -0.053
H -1.572 0.181 0.879
H -1.557 -0.467 -0.689
H -3.364 1.499 -0.278
O 4.753 -4.506 -0.342
H 5.440 -3.767 -0.212
H 5.343 -5.203 -0.644
O -1.971 -0.953 4.806
H -1.724 -0.824 5.721
H -2.888 -0.700 4.669
*
```

- relative energy (zero: lowest compared OMol25 entry of this formula, charge and spin) (kJ/mol) = 240.8
- orbital gap (eV) = 9.87
- LUMO energy (hartree) = 0.0270
- max |F| (eV/Å) = 2.71
- E_tot (eV) = -11520.27009

3.
Density functional theory data (ωB97M-V/def2-TZVPD) for an isolated molecule of C5H8O2.

```
! RIJCOSX wB97M-V def2-TZVPD def2/J DEFGRID3
* xyz 0 1
C -1.968 1.094 -0.097
C -1.235 -0.009 0.027
O -1.382 -0.811 1.130
C -0.130 -0.381 -0.937
C 1.175 0.299 -0.521
C 1.841 -0.222 0.732
O 1.628 1.216 -1.168
H -1.799 1.773 -0.924
H -2.724 1.342 0.640
H -1.061 -1.697 0.925
H -0.375 -0.041 -1.945
H 0.006 -1.472 -0.964
H 2.296 -1.198 0.521
H 1.106 -0.365 1.531
H 2.622 0.471 1.051
*
```

- relative energy (zero: lowest compared OMol25 entry of this formula, charge and spin) (kJ/mol) = 86.9
- orbital gap (eV) = 9.65
- LUMO energy (hartree) = 0.0211
- max |F| (eV/Å) = 0.46
- E_tot (eV) = -9408.93153